Below is a cluster of 3 separate species, CH3ClS2 in total in a non-equilibrium geometry, with properties calculated with ωB97M-V/def2-TZVPD.

Its electronic energy is -35271.5763 eV. Its highest occupied orbital energy (alpha / beta) is -6.98 / -9.27 eV. As for the expectation value of S²: 2.008. Its orbital gap (alpha / beta) is 7.01 / 5.60 eV. The value obtained for the energy above the lowest of the compared OMol25 structures with the same formula, charge and spin is 92.4 kcal/mol. As for the spin multiplicity: 3.

Each line ends with the natural charge from an NBO analysis.
CARTESIAN COORDINATES (ANGSTROEM)
C1 -0.125001 -0.475199 -0.810340  -0.731
S1 0.792178 0.836107 -0.447500  0.411
S2 0.109449 -1.668114 -1.738026  0.323
Cl1 -1.960818 -0.013075 -0.267393  -0.173
H1 0.959376 0.441581 1.757010  -0.045
H2 -0.314537 1.450814 0.047830  0.183
H3 0.539354 -0.572114 1.458420  0.031

Atoms 1-3, force components in eV/Å:
C -3.6 3.1 4.2
S 0.9 2.0 -0.6
S 1.2 -4.4 -3.9

Below is a structure of composition C26H36CsFN8O4S2, with properties calculated with ωB97M-V/def2-TZVPD.

Its electronic energy is -72598.2704 eV. Its highest occupied orbital energy is -3.00 eV. The total charge is -2. Its orbital gap is 6.68 eV. The value obtained for the energy above the lowest of the compared OMol25 structures with the same formula, charge and spin is 1.8 kcal/mol.

Each line ends with the Mulliken charge.
CARTESIAN COORDINATES (ANGSTROEM)
Cs1 0.568065 -0.163424 -0.904860  0.847
C1 3.788365 -1.338687 -3.578855  -1.229
C2 4.856712 -1.255421 -2.475550  0.702
C3 5.035687 -2.637448 -1.854737  -1.774
C4 4.467696 -0.186646 -1.469441  0.274
C5 4.468360 1.148087 -1.870876  -0.521
C6 4.047004 2.165238 -1.029563  -0.792
C7 3.632879 1.893598 0.269985  1.204
C8 3.065958 2.968808 1.154100  -1.143
C9 3.678943 0.568152 0.690566  -0.924
C10 4.064315 -0.457205 -0.167411  -0.252
H1 4.118998 -1.995395 -4.388502  0.407
H2 3.572281 -0.353374 -3.995341  0.379
H3 2.892767 -1.766196 -3.113288  0.199
H4 5.808350 -0.934823 -2.920185  0.384
H5 4.065145 -3.001813 -1.508380  0.254
H6 5.743725 -2.621910 -1.022063  0.390
H7 5.407776 -3.335919 -2.607884  0.432
H8 4.773665 1.392520 -2.883360  0.391
H9 4.011072 3.184728 -1.396334  0.290
H10 1.971987 2.957695 1.102478  -0.046
H11 3.408092 3.958029 0.848263  0.412
H12 3.348706 2.813167 2.195940  0.304
H13 3.342377 0.323512 1.693637  0.309
H14 3.995454 -1.481327 0.174565  0.312
N1 -0.559509 2.720418 1.169616  -0.128
C11 -0.838452 3.876361 0.304937  -0.426
C12 -1.752156 3.495528 -0.854290  -0.573
C13 -1.146796 2.353739 -1.675839  0.210
O1 0.036800 2.477900 -2.067341  -0.724
O2 -1.849843 1.313131 -1.838333  -0.694
H15 -1.310982 2.039292 1.093334  0.035
H16 -0.627186 2.985668 2.150263  0.146
H17 0.103857 4.245385 -0.113148  0.218
H18 -1.291841 4.694938 0.875914  0.294
H19 -1.896226 4.362101 -1.506111  0.404
H20 -2.729429 3.180849 -0.481423  0.297
N2 -3.975879 0.168876 0.094788  -0.838
H21 -4.145708 -0.798577 -0.154405  0.223
H22 -3.611522 0.194728 1.041202  0.319
H23 -3.252934 0.530699 -0.531579  0.410
N3 -0.603232 -2.478192 -3.171897  -0.501
C14 -1.777846 -3.085272 -2.826293  0.842
C15 -2.995048 -2.353178 -2.830760  -0.216
N4 -4.152795 -2.913667 -2.566700  -0.636
C16 -4.141750 -4.222436 -2.268868  -0.288
C17 -2.959798 -4.927314 -2.238135  -0.185
N5 -1.776385 -4.380644 -2.518638  -0.625
H24 -0.713306 -1.474621 -3.229349  0.183
H25 0.261461 -2.738146 -2.658041  0.222
H26 -2.987365 -1.285653 -3.033948  0.408
H27 -5.094025 -4.685388 -2.040822  0.367
H28 -2.950500 -5.981679 -1.978262  0.377
F1 1.754521 -2.554738 -1.717794  -0.892
N6 4.046860 0.003086 6.470194  -0.623
C18 2.886875 0.774903 6.267140  0.825
C19 2.003248 1.009233 7.315426  -0.632
C20 0.867772 1.780928 7.115292  -0.480
C21 0.614960 2.336333 5.872224  -0.341
C22 1.497462 2.113584 4.821792  -0.093
C23 2.627899 1.340710 5.020483  -0.283
S1 -0.875754 3.270968 5.576650  1.143
O3 -1.696995 3.054337 6.754624  -0.685
O4 -0.483359 4.633019 5.299240  -0.760
N7 -1.458914 2.645520 4.257872  -0.432
C24 -1.819810 1.348707 4.237826  0.308
S2 -2.403830 0.445992 5.669139  -0.111
C25 -2.544760 -0.965945 4.691335  -0.360
C26 -2.161130 -0.688400 3.426479  -0.735
N8 -1.762561 0.597193 3.168683  -0.108
H29 3.932438 -0.702571 7.181929  0.218
H30 4.400915 -0.408020 5.619401  0.244
H31 2.200605 0.565760 8.285730  0.258
H32 0.151149 1.943288 7.908462  0.449
H33 1.277755 2.521383 3.842868  0.212
H34 3.307113 1.152343 4.196453  0.143
H35 -2.875748 -1.905999 5.100321  0.381
H36 -2.149481 -1.405243 2.615716  0.423

Atoms 1-3, force components in eV/Å:
Cs 0.2 0.1 0.3
C 0.1 0.0 0.2
C -0.1 0.0 0.0

Below is a structure of composition C41H51KN5O7P3S2 in a non-equilibrium geometry, with properties calculated with ωB97M-V/def2-TZVPD.

Its electronic energy is -130995.8423 eV. Its highest occupied orbital energy (alpha / beta) is 1.09 / 1.05 eV. The total charge is -2. Its orbital gap (alpha / beta) is 2.63 / 2.67 eV. The value obtained for the energy above the lowest of the compared OMol25 structures with the same formula, charge and spin is 14.8 kcal/mol.

Each line ends with the Mulliken charge.
CARTESIAN COORDINATES (ANGSTROEM)
K1 -0.611326 -0.211705 -0.556596  2.623
O1 0.556145 -2.439609 -4.597682  -0.646
C1 0.479023 -1.579806 -3.504867  0.068
O2 0.689577 -2.082641 -2.382892  -0.579
C2 0.119269 -0.245165 -3.830025  -0.010
C3 -0.224594 0.192464 -5.150579  -1.211
C4 -0.724574 1.463140 -5.296952  -0.836
C5 -0.933193 2.314719 -4.206793  -1.685
C6 -0.556086 1.830433 -2.926345  2.243
N1 0.017186 0.607321 -2.779475  1.642
C7 -0.748250 2.575116 -1.701904  -0.822
O3 -1.342785 3.837419 -1.819426  -0.677
O4 -0.452601 2.206419 -0.537790  -0.738
H1 0.781781 -3.273359 -4.160167  0.347
H2 -0.107498 -0.471411 -5.994091  0.441
H3 -0.993390 1.821262 -6.287991  0.276
H4 -1.370251 3.291537 -4.373229  0.265
H5 -1.249084 4.108110 -2.736692  0.295
C8 -5.626658 -3.476322 -0.828008  -1.035
N2 -4.642326 -2.699991 -1.539253  0.128
C9 -5.190449 -1.920020 -2.626047  -1.015
P1 -3.367963 -2.052202 -0.700540  -0.203
O5 -2.496436 -1.281245 -1.602989  -0.634
O6 -4.124672 -1.111764 0.404700  0.058
P2 -3.327547 -0.075052 1.371139  -2.174
O7 -1.885939 -0.371156 1.380230  1.049
N3 -3.863091 1.368844 0.799733  0.351
C10 -4.008833 1.590126 -0.637759  -0.543
C11 -3.209153 2.523838 1.413000  -0.934
N4 -3.953820 -0.222152 2.880546  0.772
C12 -3.199419 -0.892769 3.923820  -0.541
C13 -5.358281 -0.073026 3.147817  -1.214
N5 -2.626438 -3.179192 0.204526  0.631
C14 -1.260904 -3.585121 -0.126873  -0.502
C15 -3.047353 -3.595868 1.527144  -0.511
H6 -6.128875 -4.160738 -1.518190  0.373
H7 -6.389928 -2.843889 -0.354866  0.267
H8 -5.155798 -4.078245 -0.054800  0.223
H9 -5.621753 -2.595848 -3.368830  0.407
H10 -4.400330 -1.340128 -3.093731  0.229
H11 -5.980141 -1.242698 -2.277732  0.290
H12 -4.440075 0.716210 -1.117315  0.108
H13 -3.051519 1.824724 -1.108608  0.212
H14 -4.685413 2.438618 -0.774638  0.442
H15 -3.103876 2.363847 2.483515  0.381
H16 -3.849661 3.392946 1.251150  0.346
H17 -2.229328 2.689611 0.956867  0.117
H18 -2.177430 -1.082318 3.603874  -0.267
H19 -3.666572 -1.850034 4.175183  0.293
H20 -3.185022 -0.269727 4.822140  0.310
H21 -5.850192 0.448297 2.328052  0.322
H22 -5.511583 0.512736 4.061837  0.346
H23 -5.840748 -1.049629 3.288973  0.305
H24 -0.928936 -3.121704 -1.050175  0.087
H25 -1.218880 -4.670479 -0.237262  0.317
H26 -0.610744 -3.278815 0.695614  -0.054
H27 -3.953636 -3.074402 1.828402  0.303
H28 -2.244128 -3.378888 2.240501  -0.348
H29 -3.250266 -4.673232 1.539093  0.344
C16 2.397140 -4.194561 3.786738  -1.748
C17 1.614000 -3.045239 3.168827  1.236
S1 -0.086094 -3.036838 3.559876  -0.602
C18 2.309758 -2.150658 2.429358  -0.642
C19 3.802517 -2.233456 2.210500  -1.728
S2 1.553334 -0.863837 1.475694  0.231
H30 1.704326 -4.925445 4.205553  0.431
H31 3.037232 -3.831918 4.595440  0.271
H32 3.043189 -4.687236 3.062856  0.293
H33 4.333783 -2.584296 3.095709  0.466
H34 4.207610 -1.255260 1.947561  0.157
H35 4.069349 -2.902028 1.383613  0.225
C20 5.979351 -1.576796 -1.367214  -0.585
C21 4.678617 -1.985218 -1.617224  -0.656
C22 3.613519 -1.133055 -1.360591  -0.106
C23 3.842529 0.144247 -0.862414  0.452
C24 5.148976 0.548542 -0.618554  -0.331
C25 6.212733 -0.304115 -0.864716  -0.623
P3 2.327458 1.175608 -0.607158  1.313
C26 2.614989 2.448347 -1.916608  0.368
C27 2.160116 3.754058 -1.785559  -0.307
C28 2.240554 4.645220 -2.841322  -0.713
C29 2.753449 4.238390 -4.065940  -0.737
C30 3.185755 2.930095 -4.217260  -0.572
C31 3.118939 2.046046 -3.149527  -1.059
C32 2.853493 2.126296 0.922212  0.518
C33 3.580636 3.275655 0.764102  0.039
C34 3.857019 4.162517 1.828910  -1.278
C35 3.362316 3.874411 3.063335  -0.989
C36 2.627671 2.674058 3.295272  1.484
C37 2.171176 2.412098 4.613705  -0.790
C38 1.517528 1.250547 4.900252  -1.180
C39 1.316848 0.300259 3.885616  -0.586
C40 1.743215 0.520594 2.603945  0.858
C41 2.389693 1.759569 2.246261  -0.925
H36 6.809032 -2.245861 -1.558181  0.315
H37 4.475599 -2.974318 -2.006673  0.429
H38 2.600178 -1.471095 -1.557737  0.320
H39 5.343288 1.535469 -0.220791  0.248
H40 7.225601 0.026091 -0.660091  0.373
H41 1.720376 4.081424 -0.850340  0.437
H42 1.872462 5.655884 -2.709727  0.388
H43 2.794107 4.927335 -4.901485  0.340
H44 3.559590 2.577084 -5.170856  0.388
H45 3.438039 1.022094 -3.299446  0.323
H46 3.924870 3.554261 -0.232003  0.670
H47 4.424219 5.065834 1.637205  0.419
H48 3.517291 4.546759 3.901572  0.293
H49 2.366890 3.154694 5.379548  0.302
H50 1.159979 1.034871 5.899665  0.424
H51 0.820558 -0.634532 4.111363  0.113

Atoms 1-3, force components in eV/Å:
K 1.5 -0.7 -0.2
O 0.1 -0.3 0.0
C -0.2 0.3 -0.5